Entry 1:
{"formula": "C74H174Br4N10O3", "method": "ωB97M-V/def2-TZVPD", "elements": ["C", "C", "C", "N", "C", "C", "C", "C", "C", "H", "H", "H", "H", "H", "H", "H", "H", "H", "H", "H", "H", "H", "H", "H", "H", "H", "H", "C", "C", "C", "N", "C", "C", "C", "C", "C", "H", "H", "H", "H", "H", "H", "H", "H", "H", "H", "H", "H", "H", "H", "H", "H", "H", "H", "C", "C", "C", "N", "C", "C", "C", "C", "C", "H", "H", "H", "H", "H", "H", "H", "H", "H", "H", "H", "H", "H", "H", "H", "H", "H", "H", "C", "C", "C", "N", "C", "C", "C", "C", "C", "H", "H", "H", "H", "H", "H", "H", "H", "H", "H", "H", "H", "H", "H", "H", "H", "H", "H", "C", "N", "C", "C", "C", "C", "O", "H", "H", "H", "H", "H", "H", "H", "H", "H", "H", "H", "H", "H", "H", "C", "N", "C", "C", "C", "C", "O", "H", "H", "H", "H", "H", "H", "H", "H", "H", "H", "H", "H", "H", "H", "C", "N", "C", "C", "C", "C", "O", "H", "H", "H", "H", "H", "H", "H", "H", "H", "H", "H", "H", "H", "H", "C", "C", "C", "C", "N", "C", "C", "C", "C", "C", "H", "H", "H", "H", "H", "H", "H", "H", "H", "H", "H", "H", "H", "H", "H", "H", "H", "H", "H", "H", "C", "C", "C", "C", "N", "C", "C", "C", "C", "C", "H", "H", "H", "H", "H", "H", "H", "H", "H", "H", "H", "H", "H", "H", "H", "H", "H", "H", "H", "H", "C", "C", "C", "C", "N", "C", "C", "C", "C", "C", "H", "H", "H", "H", "H", "H", "H", "H", "H", "H", "H", "H", "H", "H", "H", "H", "H", "H", "H", "H", "Br", "Br", "Br", "Br"], "positions_angstrom": [[-3.2674, 3.2191, -4.0607], [-4.5229, 2.3645, -4.0686], [-4.3887, 1.1413, -5.0128], [-5.7436, 0.4588, -5.3703], [-6.4100, -0.1893, -4.1157], [-5.6857, -0.7509, -6.3629], [-6.6056, -0.3636, -7.5673], [-7.5370, 0.6722, -7.0078], [-6.6713, 1.4399, -6.0501], [-2.2921, 2.7338, -4.0971], [-3.2172, 3.9147, -3.2230], [-3.3376, 3.7863, -4.9889], [-5.3054, 3.0693, -4.3496], [-4.9116, 2.1125, -3.0818], [-3.6976, 0.3691, -4.6749], [-3.9998, 1.4275, -5.9900], [-5.5883, -0.7908, -3.7269], [-7.2673, -0.7659, -4.4632], [-6.6133, 0.6603, -3.4638], [-5.8075, -1.7301, -5.8998], [-4.6426, -0.7792, -6.6780], [-7.2239, -1.0852, -8.1013], [-5.8985, 0.2026, -8.1736], [-8.3558, 0.1749, -6.4878], [-8.0257, 1.2557, -7.7881], [-7.2433, 1.9493, -5.2745], [-6.0557, 2.1344, -6.6216], [-5.1296, 7.9497, 1.1895], [-4.1905, 7.4010, 0.0197], [-2.7690, 7.0687, 0.5045], [-1.6311, 6.6342, -0.5778], [-1.9883, 5.2853, -1.1252], [-0.1850, 6.6367, -0.0282], [0.6937, 6.9105, -1.3759], [-0.1561, 7.7547, -2.3698], [-1.5708, 7.6433, -1.7208], [-5.4237, 7.2056, 1.9297], [-6.1604, 8.1329, 0.8863], [-4.6842, 8.7866, 1.7274], [-4.1563, 8.0553, -0.8515], [-4.7687, 6.5261, -0.2774], [-2.7032, 6.2964, 1.2708], [-2.2329, 7.9122, 0.9394], [-3.0733, 5.1945, -1.1754], [-1.7497, 4.4816, -0.4286], [-1.5201, 5.1988, -2.1058], [0.0636, 5.7525, 0.5588], [-0.1686, 7.4532, 0.6937], [0.6595, 5.8947, -1.7696], [1.6850, 7.2125, -1.0378], [-0.1501, 7.3322, -3.3746], [0.2367, 8.7714, -2.3689], [-2.2971, 7.6266, -2.5335], [-1.8190, 8.5467, -1.1635], [6.3436, -0.0692, -0.8160], [5.3097, -1.1219, -0.4381], [5.5516, -1.4854, 1.0085], [4.7227, -2.7155, 1.6100], [4.6614, -3.7947, 0.5759], [3.2703, -2.2692, 1.9630], [3.1191, -2.4754, 3.5078], [4.0763, -3.6238, 3.7608], [5.3153, -3.2451, 2.9168], [6.2843, 0.7822, -0.1379], [6.3167, 0.1635, -1.8805], [7.3049, -0.5176, -0.5652], [5.3743, -2.0409, -1.0206], [4.2701, -0.8211, -0.5680], [5.5191, -0.5975, 1.6399], [6.5356, -1.9430, 1.1102], [4.1447, -4.6744, 0.9595], [5.5881, -4.0618, 0.0681], [3.9943, -3.4056, -0.1933], [2.5536, -2.8724, 1.4057], [3.1357, -1.2454, 1.6139], [2.0508, -2.6198, 3.6690], [3.2479, -1.6003, 4.1446], [3.5590, -4.5313, 3.4495], [4.2883, -3.6119, 4.8299], [6.1223, -3.9633, 2.7717], [5.6754, -2.2846, 3.2852], [0.6951, 0.0578, 4.0675], [0.9203, 0.7839, 2.7683], [-0.1862, 0.5105, 1.7005], [0.1135, 1.2396, 0.3457], [0.3129, 2.7517, 0.4206], [-1.1558, 1.0548, -0.5766], [-0.6692, 0.1458, -1.7851], [0.7022, -0.3360, -1.3745], [1.2451, 0.6614, -0.5048], [0.5401, -0.9905, 3.8120], [-0.2618, 0.3861, 4.4732], [1.5719, 0.2014, 4.6989], [1.8836, 0.5076, 2.3394], [0.9184, 1.8637, 2.9167], [-1.1004, 0.9432, 2.1068], [-0.2770, -0.5561, 1.4951], [-0.4529, 3.1855, 1.0637], [0.3072, 3.2993, -0.5219], [1.2681, 2.9629, 0.9013], [-1.4497, 2.0493, -0.9122], [-2.0044, 0.7052, 0.0115], [-0.6387, 0.8987, -2.5727], [-1.3846, -0.6593, -1.9528], [1.3658, -0.4068, -2.2363], [0.6230, -1.3138, -0.8992], [1.6940, 1.5239, -0.9975], [2.0731, 0.2805, 0.0930], [1.4457, -1.4423, -5.6736], [0.9798, -0.0859, -6.2721], [-0.3604, 0.3400, -5.7436], [1.8948, 1.0641, -5.8043], [1.0701, -0.0023, -7.8245], [0.0670, -0.8747, -8.5633], [0.4039, -2.2493, -8.2302], [0.6365, -2.1438, -5.8770], [1.7562, -1.3025, -4.6381], [2.2723, -1.7442, -6.3168], [-0.4940, 1.4105, -5.8992], [-0.2135, 0.1999, -4.6727], [-1.0969, -0.2509, -6.2882], [1.9513, 1.0738, -4.7158], [1.3834, 2.0080, -5.9929], [2.8323, 1.0498, -6.3601], [2.1256, -0.2240, -7.9822], [1.0441, 1.0708, -8.0142], [0.1690, -0.8135, -9.6467], [-0.9745, -0.5785, -8.4375], [0.3766, -2.7127, -9.0705], [4.6455, 6.1647, -1.9548], [5.1223, 5.0227, -2.8032], [4.9548, 5.4910, -4.3217], [6.6323, 4.9514, -2.5497], [4.3802, 3.7032, -2.3368], [4.4195, 2.4997, -3.3755], [5.7057, 1.9994, -3.7289], [4.7561, 5.7909, -0.9368], [3.5918, 6.1770, -2.2336], [5.1288, 7.1137, -2.1868], [3.9298, 5.7244, -4.6099], [5.3286, 4.6767, -4.9424], [5.5545, 6.3887, -4.4722], [6.7843, 4.7152, -1.4965], [7.0714, 5.9396, -2.6867], [7.0733, 4.1213, -3.1015], [3.3627, 4.0609, -2.1796], [4.9734, 3.3245, -1.5045], [3.9352, 2.7873, -4.3086], [3.8463, 1.7064, -2.8957], [5.5024, 1.0945, -3.9768], [-3.5535, -0.9974, 1.4822], [-4.7905, -1.8948, 1.5454], [-4.2977, -3.3832, 1.5876], [-5.6440, -1.7509, 2.8342], [-5.7041, -1.6377, 0.2827], [-5.0479, -2.0415, -1.1001], [-4.1782, -1.1102, -1.5429], [-2.9758, -0.9979, 2.4066], [-3.9532, 0.0080, 1.3505], [-2.8755, -1.3516, 0.7057], [-3.6335, -3.5885, 0.7480], [-5.1038, -4.1165, 1.6097], [-3.7404, -3.3888, 2.5243], [-6.1765, -0.8193, 3.0259], [-4.9737, -1.8186, 3.6910], [-6.4102, -2.5237, 2.8962], [-5.8804, -0.5621, 0.2861], [-6.6741, -2.1010, 0.4635], [-5.9337, -2.0711, -1.7347], [-4.5972, -3.0319, -1.1644], [-3.7818, -1.4981, -2.3265], [2.4180, -3.5493, -2.6314], [0.9547, -3.9883, -2.5511], [0.7365, -5.2791, -3.3964], [0.4100, -5.0636, -4.8826], [-0.2790, -6.2722, -5.6447], [0.5773, -7.5916, -5.5296], [0.3044, -8.3326, -6.8456], [0.2006, -7.2051, -7.8815], [-0.2666, -5.9817, -7.1489], [-1.7353, -6.5129, -5.2309], [2.5988, -3.4652, -3.7030], [3.1272, -4.2351, -2.1680], [2.7318, -2.6501, -2.1013], [0.2785, -3.2024, -2.8874], [0.6097, -4.3553, -1.5844], [-0.1510, -5.7716, -2.9990], [1.5763, -5.9639, -3.2791], [1.4004, -4.9831, -5.3306], [-0.2081, -4.1708, -4.9773], [0.3095, -8.1983, -4.6646], [1.6206, -7.2907, -5.6243], [-0.7017, -8.7512, -6.8220], [1.0594, -9.0560, -7.1535], [-0.6264, -7.4411, -8.5512], [1.0913, -7.0279, -8.4842], [-1.2283, -5.7764, -7.6193], [0.4240, -5.1706, -7.3798], [-2.2336, -7.2120, -5.9025], [-2.2758, -5.5705, -5.1428], [-1.7385, -6.9387, -4.2275], [4.0530, 4.0694, 5.2668], [3.2260, 4.6254, 6.4340], [1.8684, 3.8431, 6.7615], [2.1095, 2.4443, 7.5674], [0.8816, 2.1337, 8.4765], [0.9401, 0.6942, 8.9817], [-0.5410, 0.2953, 9.2727], [-1.3973, 1.2586, 8.4770], [-0.4514, 2.1751, 7.7542], [0.8749, 3.0761, 9.7533], [4.0830, 2.9825, 5.3427], [5.0645, 4.4705, 5.2021], [3.6338, 4.2321, 4.2739], [3.1003, 5.6741, 6.1649], [3.8464, 4.5320, 7.3254], [1.3664, 3.7065, 5.8037], [1.3258, 4.5667, 7.3699], [2.9527, 2.3598, 8.2529], [2.1062, 1.6646, 6.8057], [1.5329, 0.6468, 9.8951], [1.4391, 0.2053, 8.1450], [-0.7181, 0.4628, 10.3351], [-0.7938, -0.7609, 9.1806], [-2.1001, 1.7647, 9.1388], [-1.9829, 0.6208, 7.8148], [-0.9353, 3.1319, 7.9503], [-0.2873, 1.8958, 6.7135], [1.0904, 4.0709, 9.3634], [1.6103, 2.7473, 10.4876], [-0.1391, 2.9667, 10.1378], [-3.3090, -2.3844, 7.6011], [-2.8632, -2.7199, 6.1979], [-1.9233, -3.9160, 6.0590], [-0.4570, -3.5167, 6.3824], [0.5400, -4.7242, 6.4529], [0.2807, -5.8481, 7.4571], [1.6057, -6.1542, 8.2023], [2.6406, -5.4533, 7.4544], [1.8842, -4.1418, 6.9391], [0.7818, -5.4035, 5.1215], [-2.5007, -2.1236, 8.2843], [-3.6816, -3.1968, 8.2249], [-4.0815, -1.6156, 7.5814], [-2.2740, -1.9048, 5.7778], [-3.7475, -2.8056, 5.5664], [-1.9423, -4.2528, 5.0225], [-2.2249, -4.8208, 6.5866], [-0.3266, -2.9252, 7.2886], [0.0442, -2.9251, 5.6163], [-0.1300, -6.7074, 6.9270], [-0.5139, -5.4993, 8.1166], [1.8937, -7.2043, 8.2520], [1.4524, -5.7274, 9.1935], [3.1102, -6.0666, 6.6853], [3.5120, -5.3268, 8.0968], [2.3352, -3.6531, 6.0755], [1.7804, -3.3395, 7.6696], [1.1993, -4.6438, 4.4606], [-0.2167, -5.6540, 4.7631], [1.4215, -6.2782, 5.2387], [0.7017, 3.5658, -3.4544], [-0.5951, -3.3485, 2.0851], [-0.8495, 4.4803, 3.5769], [4.1835, 2.7175, 1.1621]], "total_energy_ev": -380711.7862, "charge": 6}

Entry 2:
{"formula": "C12H19O8P2SbSe4Zn", "method": "ωB97M-V/def2-TZVPD", "elements": ["Zn", "C", "C", "O", "P", "O", "O", "O", "P", "O", "O", "O", "H", "H", "H", "H", "H", "H", "H", "Se", "Sb", "Se", "Se", "Se", "C", "C", "C", "C", "C", "C", "C", "O", "C", "C", "C", "H", "H", "H", "H", "H", "H", "H", "H", "H", "H", "H", "H"], "positions_angstrom": [[-2.0731, -0.4674, 1.2521], [-1.1823, -2.5731, 4.4462], [-0.3664, -3.0477, 3.2475], [0.4970, -4.1430, 3.5932], [0.6316, -1.6887, 2.6063], [1.6474, -2.2138, 1.5481], [1.5782, -1.2796, 3.8446], [-0.2106, -0.5502, 2.1877], [-1.5548, -3.6640, 1.9474], [-0.5372, -4.0661, 0.7460], [-2.2364, -4.8568, 2.4905], [-2.3225, -2.4746, 1.4310], [-0.5201, -2.2900, 5.2700], [-1.8319, -3.3894, 4.7622], [-1.7941, -1.7074, 4.1833], [1.0196, -3.8568, 4.3517], [1.3522, -1.9727, 0.6011], [1.4163, -0.3559, 4.0734], [-0.0869, -4.8842, 0.9814], [-3.3339, 0.9751, 2.8052], [-2.6930, 2.6201, 0.9916], [-2.2227, 0.8086, -0.7572], [-0.5924, 3.7284, 1.6383], [-4.4604, 4.0836, 0.1962], [0.1565, 3.8451, -4.6993], [0.5655, 2.7720, -3.7294], [1.2671, 3.1032, -2.5801], [1.5747, 2.1515, -1.6179], [2.3040, 2.5929, -0.3815], [1.1476, 0.8280, -1.8249], [1.3018, -0.0998, -0.7111], [1.0571, -1.3009, -0.7301], [0.4720, 0.4626, -3.0090], [-0.0406, -0.9257, -3.2538], [0.2034, 1.4488, -3.9432], [0.9303, 4.6065, -4.7999], [-0.7535, 4.3364, -4.3487], [-0.0567, 3.4315, -5.6865], [1.5515, 4.1348, -2.4035], [2.7123, 3.5921, -0.5346], [3.1265, 1.9282, -0.1129], [1.5999, 2.6619, 0.4562], [1.6490, 0.3472, 0.2310], [0.7462, -1.6736, -3.1759], [-0.4977, -0.9844, -4.2426], [-0.7907, -1.1784, -2.5016], [-0.3497, 1.1858, -4.8385]], "e_above_lowest_ev": 0.0000, "total_energy_ev": -364063.5086, "charge": -2}

Question: Which formula does entry 2 have?
Answer: C12H19O8P2SbSe4Zn